{"formula": "C30H63N3O14P2", "method": "ωB97M-V/def2-TZVPD", "mol_weight_g_mol": 751.789, "smiles": "N=[PH2][C@@](CON=O)(OC=O)P(N)O.CC(C)=O.CC(C)=O.CC(C)=O.CC(C)=O.CC(C)=O.CC(C)=O.CC(C)=O.CC(C)=O.CC(C)=O", "lumo_energy_ev": -0.49, "gap_ev": 7.87, "multiplicity": 1, "elements": ["N", "P", "C", "C", "O", "N", "O", "O", "C", "O", "P", "N", "O", "H", "H", "H", "H", "H", "H", "H", "H", "H", "C", "C", "C", "O", "H", "H", "H", "H", "H", "H", "C", "C", "C", "O", "H", "H", "H", "H", "H", "H", "C", "C", "C", "O", "H", "H", "H", "H", "H", "H", "C", "C", "C", "O", "H", "H", "H", "H", "H", "H", "C", "C", "C", "O", "H", "H", "H", "H", "H", "H", "C", "C", "C", "O", "H", "H", "H", "H", "H", "H", "C", "C", "C", "O", "H", "H", "H", "H", "H", "H", "C", "C", "C", "O", "H", "H", "H", "H", "H", "H", "C", "C", "C", "O", "H", "H", "H", "H", "H", "H"], "positions_angstrom": [[-3.5002, -2.7454, -3.3043], [-2.8020, -2.8633, -4.7056], [-3.6356, -1.9647, -6.0787], [-3.4908, -0.4472, -6.0012], [-4.2438, 0.0194, -4.8820], [-3.7944, 1.3596, -4.5287], [-4.3877, 2.1708, -5.1034], [-3.0388, -2.4552, -7.3248], [-2.1877, -1.6732, -8.0515], [-2.5057, -1.1805, -9.0805], [-5.4135, -2.6874, -6.1998], [-6.2621, -2.0144, -4.9126], [-5.9744, -1.6417, -7.3521], [-3.7767, -3.6640, -2.9598], [-1.4917, -2.3558, -4.8004], [-2.7145, -4.1502, -5.2641], [-3.8686, 0.0072, -6.9288], [-2.4289, -0.1715, -5.8623], [-1.1459, -1.7092, -7.6858], [-5.7498, -2.1735, -4.0421], [-6.4113, -1.0136, -5.0226], [-5.6201, -1.8790, -8.2208], [1.1882, 0.0324, -2.0316], [-0.0663, 0.2218, -2.8305], [-1.0357, 1.2659, -2.3323], [-0.3052, -0.4176, -3.8348], [1.8090, -0.7397, -2.4823], [1.7397, 0.9767, -1.9969], [0.9538, -0.2360, -1.0021], [-0.5415, 2.2387, -2.2795], [-1.3748, 1.0066, -1.3277], [-1.8767, 1.2977, -3.0175], [3.6292, 4.8543, -4.2744], [3.4046, 3.5272, -3.5920], [3.7851, 2.2870, -4.3631], [2.9407, 3.4562, -2.4760], [3.3248, 5.6660, -3.6174], [4.6842, 4.9684, -4.5305], [3.0625, 4.8959, -5.2067], [4.8454, 2.3116, -4.6208], [3.2172, 2.2292, -5.2934], [3.5794, 1.4130, -3.7495], [-6.9417, -5.1712, -1.7395], [-5.7857, -5.1473, -0.7679], [-6.0070, -4.4025, 0.5263], [-4.7331, -5.6871, -1.0201], [-6.6636, -5.7303, -2.6298], [-7.8144, -5.6325, -1.2732], [-7.2175, -4.1528, -2.0205], [-6.8451, -4.8397, 1.0726], [-6.2567, -3.3608, 0.3169], [-5.1073, -4.4477, 1.1349], [3.1972, -1.7663, 2.2142], [1.7333, -1.8551, 1.8545], [0.9343, -2.8737, 2.6084], [1.2489, -1.1086, 1.0293], [3.6814, -0.9882, 1.6284], [3.2995, -1.5602, 3.2810], [3.6820, -2.7273, 2.0305], [0.9957, -2.6450, 3.6745], [1.3578, -3.8701, 2.4773], [-0.1016, -2.8646, 2.2754], [-0.2893, 7.9976, -1.5139], [0.7103, 6.9737, -1.0283], [0.5256, 5.5615, -1.5278], [1.6103, 7.2732, -0.2780], [-0.0570, 8.9719, -1.0911], [-0.2681, 8.0537, -2.6040], [-1.2990, 7.7006, -1.2240], [0.5734, 5.5386, -2.6187], [-0.4602, 5.1926, -1.2348], [1.3022, 4.9156, -1.1265], [3.4549, -6.0872, 5.0913], [2.0094, -6.3731, 4.7648], [1.3054, -7.3834, 5.6384], [1.4416, -5.8129, 3.8565], [3.8458, -5.3383, 4.4074], [3.5365, -5.7173, 6.1150], [4.0439, -7.0041, 5.0223], [1.3275, -7.0556, 6.6794], [1.8203, -8.3447, 5.5878], [0.2753, -7.5007, 5.3113], [0.0159, 3.6971, 2.2149], [-0.4568, 2.5615, 3.0948], [-0.1886, 1.1726, 2.5810], [-0.9875, 2.7690, 4.1621], [-0.1939, 4.6468, 2.7029], [1.0894, 3.5979, 2.0406], [-0.4838, 3.6724, 1.2447], [0.8815, 1.0395, 2.4158], [-0.6771, 1.0147, 1.6180], [-0.5468, 0.4322, 3.2931], [3.9434, -1.4937, 7.3155], [2.7924, -1.5877, 6.3453], [1.7950, -0.4570, 6.3732], [2.6824, -2.5171, 5.5748], [4.5976, -2.3547, 7.2011], [4.5055, -0.5754, 7.1352], [3.5667, -1.4480, 8.3391], [2.2980, 0.4906, 6.1671], [1.3476, -0.3767, 7.3657], [1.0145, -0.6260, 5.6348], [4.7851, 4.7557, 3.6605], [4.0056, 4.2133, 4.8338], [2.8226, 5.0324, 5.2901], [4.3068, 3.1730, 5.3741], [5.6058, 4.0848, 3.4187], [4.1311, 4.8670, 2.7932], [5.1758, 5.7471, 3.8976], [2.1084, 5.1357, 4.4707], [3.1394, 6.0360, 5.5793], [2.3392, 4.5437, 6.1326]], "atomic_forces_ev_per_a": [[-0.2, -0.3, -0.3], [-0.1, 0.1, 0.4], [0.1, -0.1, 0.1], [0.1, 0.1, 0.0], [0.0, 0.0, -0.1], [0.0, 0.2, -0.2], [0.0, -0.1, 0.1], [-0.3, 0.2, 0.2], [0.5, -0.8, 0.0], [-0.1, 0.4, -0.3], [0.1, 0.2, -0.2], [0.0, 0.1, 0.1], [0.1, -0.2, 0.0], [0.1, 0.2, 0.2], [0.0, -0.1, -0.1], [0.1, 0.0, -0.1], [0.0, -0.1, 0.1], [-0.2, 0.0, 0.0], [-0.2, 0.3, 0.2], [-0.1, 0.0, -0.1], [0.1, -0.1, 0.0], [-0.1, 0.0, 0.1], [0.1, 0.0, -0.1], [0.0, 0.0, 0.1], [0.0, -0.1, -0.1], [0.0, 0.0, -0.1], [0.0, 0.0, 0.0], [0.0, 0.0, 0.0], [0.0, 0.0, 0.0], [0.0, 0.0, 0.0], [0.0, 0.0, 0.0], [-0.1, 0.1, 0.1], [0.0, 0.0, 0.1], [0.0, 0.0, 0.0], [0.0, 0.0, 0.1], [0.0, 0.0, -0.1], [0.0, 0.0, 0.0], [0.0, 0.0, 0.0], [0.0, 0.0, 0.0], [0.0, 0.0, 0.0], [0.0, 0.0, 0.0], [0.0, 0.0, -0.1], [0.1, 0.0, 0.0], [0.0, 0.0, -0.1], [0.1, 0.0, 0.0], [-0.1, 0.0, 0.0], [0.0, 0.0, 0.0], [0.0, 0.0, 0.0], [0.0, 0.0, 0.0], [0.0, 0.0, 0.0], [0.0, 0.0, 0.0], [0.0, 0.0, 0.0], [0.0, 0.0, -0.1], [0.2, 0.1, 0.1], [-0.2, 0.1, -0.2], [-0.1, -0.1, 0.0], [0.0, 0.0, 0.0], [0.0, 0.0, 0.0], [0.0, 0.0, 0.0], [0.0, -0.1, 0.0], [0.0, 0.0, 0.1], [0.0, 0.0, 0.0], [0.0, 0.0, 0.0], [0.0, 0.0, 0.0], [0.1, 0.0, 0.1], [-0.1, 0.0, 0.0], [0.0, 0.0, 0.0], [0.0, 0.0, 0.0], [0.0, 0.0, 0.0], [0.0, 0.0, 0.0], [0.0, 0.0, 0.0], [0.0, 0.0, 0.0], [0.0, 0.0, -0.1], [0.0, 0.1, 0.0], [-0.1, 0.0, -0.1], [0.0, -0.1, 0.0], [0.0, 0.0, 0.0], [0.0, 0.0, 0.0], [0.0, 0.0, 0.0], [0.0, 0.0, 0.0], [0.0, 0.0, 0.0], [0.0, 0.0, 0.0], [-0.1, 0.1, 0.1], [0.1, 0.0, 0.0], [-0.1, 0.0, 0.1], [0.0, 0.0, -0.1], [0.0, 0.0, 0.0], [0.0, 0.0, -0.1], [0.0, -0.1, 0.0], [0.0, 0.0, -0.1], [0.0, 0.0, 0.0], [0.0, 0.0, 0.0], [0.0, -0.1, 0.0], [0.0, 0.1, 0.0], [0.0, 0.0, -0.1], [0.0, 0.0, 0.1], [0.0, 0.0, 0.0], [0.0, 0.0, 0.0], [0.0, 0.0, 0.0], [0.0, 0.0, 0.0], [0.0, 0.0, 0.0], [0.0, 0.0, 0.0], [0.0, -0.1, 0.0], [0.0, 0.0, 0.0], [0.0, -0.1, 0.1], [0.0, 0.0, 0.0], [0.0, 0.0, 0.0], [0.0, 0.0, 0.0], [0.0, 0.0, 0.0], [0.0, 0.0, 0.0], [0.0, 0.0, -0.1], [0.0, 0.0, 0.0]]}



{"formula": "C30H63N3O21", "method": "ωB97M-V/def2-TZVPD", "mol_weight_g_mol": 801.834, "lumo_energy_ev": 6.74, "gap_ev": 3.01, "total_charge": -6, "multiplicity": 1, "elements": ["C", "C", "C", "O", "C", "N", "H", "H", "H", "H", "H", "H", "H", "H", "H", "H", "H", "H", "C", "C", "C", "O", "C", "N", "H", "H", "H", "H", "H", "H", "H", "H", "H", "H", "H", "H", "C", "C", "C", "O", "C", "N", "H", "H", "H", "H", "H", "H", "H", "H", "H", "H", "H", "H", "C", "C", "O", "O", "H", "H", "H", "C", "C", "O", "O", "H", "H", "H", "C", "C", "O", "O", "H", "H", "H", "C", "C", "O", "O", "H", "H", "H", "C", "C", "O", "O", "H", "H", "H", "C", "C", "O", "O", "H", "H", "H", "C", "C", "O", "O", "H", "H", "H", "C", "C", "O", "O", "H", "H", "H", "C", "C", "O", "O", "H", "H", "H"], "positions_angstrom": [[9.9967, -8.4628, -5.3839], [10.6903, -8.3560, -6.7344], [9.9323, -7.2608, -7.5702], [10.7765, -6.8127, -8.6675], [10.8563, -7.8183, -9.6606], [12.1498, -7.8649, -6.5328], [12.6532, -8.3628, -5.8006], [12.7796, -7.9909, -7.3266], [12.2762, -6.9171, -6.1762], [9.7583, -7.4642, -5.0119], [10.6293, -9.0153, -4.6894], [9.0029, -8.9133, -5.4141], [10.6059, -9.2894, -7.2864], [9.8207, -6.4138, -6.8921], [8.9245, -7.5813, -7.8457], [11.2119, -8.7300, -9.1797], [11.5803, -7.4512, -10.3862], [9.8330, -7.9112, -10.0356], [20.7005, -3.1029, -2.2692], [20.3760, -1.8789, -3.1153], [18.8872, -1.4871, -3.2851], [17.9740, -2.5491, -3.5009], [17.3802, -3.0271, -2.2873], [21.1610, -0.7360, -2.4637], [22.1666, -0.8681, -2.5396], [20.9100, 0.0929, -2.9916], [21.0366, -0.6055, -1.4662], [20.2083, -4.0092, -2.6187], [20.4480, -2.9862, -1.2120], [21.7836, -3.2421, -2.2785], [20.7933, -2.0694, -4.1045], [18.9170, -0.8694, -4.1853], [18.4654, -0.8732, -2.4839], [18.1503, -3.2353, -1.5426], [16.9407, -4.0090, -2.4589], [16.6808, -2.2798, -1.9091], [17.0201, -5.3270, -5.2142], [16.2537, -6.6017, -5.4755], [17.1182, -7.7620, -5.9553], [18.1443, -7.9207, -4.9466], [19.1014, -8.9371, -5.2586], [15.5910, -6.9377, -4.1232], [16.3063, -6.9705, -3.3948], [14.7326, -6.4386, -3.8921], [15.1593, -7.8536, -4.2465], [16.4786, -4.6382, -4.5667], [17.4343, -4.9299, -6.1415], [17.9662, -5.4525, -4.6817], [15.3930, -6.3565, -6.0985], [17.6022, -7.4082, -6.8664], [16.4883, -8.6485, -6.0371], [18.7816, -9.9686, -5.1099], [20.0270, -8.7980, -4.6985], [19.4772, -8.7853, -6.2729], [16.4076, -11.5443, -8.7199], [16.3936, -12.9165, -9.4153], [17.5153, -13.4551, -9.6038], [15.2451, -13.3605, -9.7066], [15.9819, -10.8070, -9.3978], [17.3778, -11.2507, -8.3125], [15.9271, -11.5166, -7.7392], [14.5981, -8.4556, -10.8123], [14.2687, -8.0667, -9.3641], [14.0403, -6.8684, -9.1269], [14.0726, -9.0541, -8.5915], [13.7978, -8.2412, -11.5249], [14.9088, -9.4875, -10.9756], [15.4074, -7.8673, -11.2521], [19.3114, -6.9389, -1.6044], [18.0108, -7.5839, -1.2033], [18.0531, -8.5418, -0.3986], [16.9494, -7.0581, -1.6640], [20.1737, -7.6048, -1.5528], [19.6122, -6.0913, -0.9843], [19.2495, -6.6231, -2.6474], [16.6070, -2.1777, -7.3571], [15.5983, -1.1378, -7.9544], [15.8730, 0.0691, -7.8389], [14.5180, -1.5862, -8.3863], [16.8718, -2.7499, -8.2473], [16.0578, -2.8687, -6.7180], [17.4235, -1.7275, -6.7935], [24.0707, -8.9652, -2.8154], [25.0379, -10.0299, -2.1939], [25.9661, -9.5940, -1.5152], [24.8694, -11.2603, -2.3753], [24.1494, -8.7522, -3.8833], [24.1623, -7.9620, -2.3972], [23.0313, -9.2871, -2.7250], [11.1910, -4.0664, -3.5036], [12.1282, -4.9907, -4.3964], [12.7940, -5.8142, -3.7301], [12.0980, -4.9243, -5.6189], [11.3233, -3.0513, -3.8779], [11.5912, -4.1127, -2.4903], [10.1941, -4.5057, -3.4700], [23.8397, -7.3707, -8.4379], [25.1010, -7.4120, -9.2915], [26.1716, -7.1896, -8.7087], [24.9463, -7.5862, -10.5051], [23.2235, -6.4762, -8.5435], [24.0659, -7.4438, -7.3732], [23.1859, -8.2212, -8.6401], [22.7889, -5.6572, -4.8877], [23.8395, -4.5653, -4.5789], [23.4898, -3.4548, -4.1390], [25.0258, -4.7927, -4.8763], [22.9400, -6.0145, -5.9059], [21.7982, -5.2155, -5.0271], [22.7149, -6.3742, -4.0712], [13.3084, -12.0428, -3.8670], [13.0186, -10.9483, -4.8335], [13.4459, -9.8118, -4.5239], [12.1813, -11.1284, -5.7689], [13.8757, -11.7189, -2.9951], [13.9429, -12.7645, -4.3867], [12.4302, -12.6090, -3.5540]], "atomic_forces_ev_per_a": [[0.1, 0.2, 0.2], [-0.3, 1.6, -0.2], [2.5, 0.5, 0.2], [-1.6, -0.1, 1.3], [0.1, 0.6, 0.8], [-0.9, -0.8, 0.3], [-0.2, -1.6, 0.6], [0.3, -0.2, -1.2], [-0.8, 1.2, -0.4], [0.6, 0.2, 0.3], [-0.1, 0.0, 0.1], [0.1, -0.5, -0.4], [1.0, -0.2, 0.4], [0.1, 0.3, -0.3], [0.0, -0.3, -0.4], [0.1, -0.3, -0.6], [-0.1, -0.2, -0.1], [0.0, -0.5, -0.6], [0.3, 0.1, 0.4], [-0.3, -2.0, 1.2], [-0.5, 0.0, -0.4], [1.0, 0.3, 0.2], [0.8, -0.3, 0.0], [0.1, 0.2, -1.1], [0.3, -0.5, -0.7], [0.1, 0.5, 0.2], [-0.8, -0.2, 0.1], [0.1, 0.1, -0.2], [-0.4, 0.2, 0.1], [0.1, -0.4, -0.5], [0.4, 0.3, 0.1], [-0.6, 0.1, -0.2], [0.4, 0.2, 0.4], [0.0, 0.2, 0.2], [-0.3, 0.3, -0.3], [-0.2, -0.1, 0.0], [1.5, 0.1, 0.0], [-0.8, 0.9, 1.6], [0.3, 0.8, 1.4], [-0.2, -0.7, -0.3], [0.6, 0.6, -0.5], [-0.1, -1.5, -1.8], [0.1, -0.1, 1.2], [-0.2, 1.2, 0.1], [0.3, -0.7, 0.3], [-0.4, 0.3, -0.8], [-0.8, 0.6, -0.2], [-0.1, -0.8, 0.4], [0.3, -0.4, -0.6], [-0.2, -0.5, -0.4], [0.3, -0.2, -0.5], [-0.5, 0.1, -0.1], [-0.4, 0.3, 0.7], [-0.4, -0.3, -0.4], [0.5, 0.1, 0.8], [-0.2, -0.1, 0.6], [-0.2, -0.3, -0.3], [0.6, -0.1, -0.2], [-0.1, 0.2, 0.4], [0.6, 0.0, -1.1], [-1.2, -0.3, -0.5], [1.0, 0.1, -1.1], [-1.2, -1.3, -0.1], [0.3, 0.3, 0.1], [0.0, 1.0, 0.1], [-0.5, 0.0, 0.4], [-0.3, -0.2, 0.4], [0.2, 0.3, 0.4], [1.2, 0.0, -0.9], [-0.9, -0.5, 1.1], [0.1, 0.4, -0.3], [0.2, 0.2, -0.4], [-0.2, -0.3, 0.1], [-0.4, 0.2, 0.1], [-0.1, 0.3, 0.0], [-1.1, 0.1, -0.7], [-1.1, -0.6, 1.2], [1.0, 1.5, 0.0], [0.3, -0.4, -0.4], [0.7, -0.2, 0.3], [-0.1, 0.1, 0.0], [0.2, 0.0, -0.4], [-0.6, -0.2, -0.2], [-0.3, -0.6, -0.6], [1.5, 1.5, 1.2], [-1.1, -0.1, -0.7], [0.6, -0.6, -0.2], [0.2, -0.2, 0.5], [-0.1, -0.1, 0.3], [1.5, -0.5, -0.3], [-0.5, -0.4, 1.4], [0.8, -0.5, 0.6], [-0.6, 0.4, -1.2], [-0.8, 0.1, -0.1], [0.0, 0.0, 0.0], [-0.2, 0.5, -0.4], [-0.7, -0.6, 1.1], [-0.1, 0.9, 0.6], [1.1, 0.0, 0.5], [-0.4, -0.5, -1.9], [0.2, 0.2, -0.4], [0.3, 0.1, 0.0], [0.0, 0.0, -0.3], [-0.6, 1.2, -0.3], [1.6, -0.9, -1.3], [-2.1, 2.2, 1.5], [-0.1, -0.8, 0.1], [0.7, -0.8, 0.4], [-0.2, 0.3, 0.6], [0.3, -0.4, -0.4], [1.0, -1.5, 0.2], [-2.7, 1.7, -0.8], [1.0, 1.0, 0.1], [0.7, -0.7, 0.7], [-0.1, 0.2, 0.0], [0.1, -0.2, 0.0], [-0.2, 0.2, -0.1]]}